Below is C9H14 as an isolated structure, with properties calculated with ωB97M-V/def2-TZVPD.

Calculated total energy in eV: -9555.986
HOMO in eV: -8.90
HOMO-LUMO gap in eV: 9.821
Energy above the lowest of the compared OMol25 structures with the same formula, charge and spin in eV: 4.196
2S+1: 1

Last column: Mulliken charge in e.
Atoms and positions in Å:
C (2.8769, 0.0509, -0.0795)  -1.1701
C (1.6578, -0.7680, 0.1397)  -0.6180
C (0.3651, -0.0549, 0.2310)  0.5646
C (-0.0215, 0.7913, -0.9486)  -0.8935
C (-1.2948, 1.1793, -0.1498)  -0.3593
C (-0.2313, 1.1339, 1.0588)  -0.7390
C (-1.8641, -0.1996, 0.0419)  0.3281
C (-3.1864, -0.4623, -0.0466)  -1.1466
C (-0.7236, -1.1134, 0.1730)  -0.4896
H (2.9783, 0.8347, 0.7457)  0.2610
H (2.6713, 0.4913, -1.0690)  0.3077
H (3.7646, -0.6530, -0.3235)  0.3535
H (1.7539, -1.6092, 0.9141)  0.3810
H (1.4400, -1.5647, -0.7902)  0.2113
H (-0.2459, 0.3148, -1.8330)  0.3205
H (0.6598, 1.7492, -1.0436)  0.3760
H (-1.8530, 2.0705, -0.4269)  0.4988
H (0.5451, 2.0151, 1.3225)  0.3306
H (-0.5081, 0.6394, 2.0665)  0.2852
H (-4.0438, 0.0792, -0.3850)  0.3473
H (-3.4015, -1.5113, -0.0311)  0.2730
H (-0.9725, -1.5960, 1.1962)  0.2758
H (-0.3664, -1.8171, -0.7626)  0.3018

---

Below is C2H18BO7Zr as an isolated structure, with properties calculated with ωB97M-V/def2-TZVPD.

Calculated total energy in eV: -18636.407
HOMO in eV: -11.48
HOMO-LUMO gap in eV: 4.398
Energy above the lowest of the compared OMol25 structures with the same formula, charge and spin in eV: 14.812
Total charge: +1
2S+1: 1

Last column: Mulliken charge in e.
Atoms and positions in Å:
Zr (19.1347, 6.0865, -27.9672)  1.4677
B (18.5546, 9.1794, -28.2798)  0.1840
H (19.3077, 8.6687, -28.8596)  -0.2398
H (18.8009, 10.2271, -28.3564)  -0.0675
H (17.5758, 8.9892, -28.6920)  -0.1318
H (18.4723, 8.7554, -27.2910)  -0.1756
O (20.9680, 3.8256, -26.6360)  -0.5311
C (21.0020, 3.4228, -25.2545)  -0.3740
C (19.8031, 4.0911, -24.4306)  -0.3511
O (19.0885, 5.1643, -25.0447)  -0.5079
H (21.9203, 3.7119, -24.7434)  0.2775
H (21.0855, 2.3544, -25.0552)  0.3494
H (20.2454, 4.3318, -23.4639)  0.3386
H (19.1393, 3.2992, -24.0838)  0.3212
O (21.2912, 6.1179, -30.1449)  -0.4903
H (21.5939, 6.8654, -30.6604)  0.2841
H (21.8101, 5.3799, -30.4647)  0.2742
O (17.9214, 3.3030, -28.8798)  -0.4868
H (17.0029, 3.0337, -28.8691)  0.2782
H (18.4073, 2.4927, -29.0333)  0.2868
O (16.0872, 6.2977, -27.6057)  -0.4579
H (15.4184, 6.3863, -28.2848)  0.2775
H (15.5952, 6.1000, -26.8088)  0.2735
O (17.7113, 6.3486, -30.8979)  -0.4657
H (17.2677, 7.1081, -31.2754)  0.2895
H (17.6997, 5.6928, -31.5950)  0.2680
O (21.6302, 7.6407, -26.7988)  -0.4355
H (22.5420, 7.3870, -26.9420)  0.2697
H (21.6726, 8.3177, -26.1236)  0.2750

---

Below is C36H80N3O5 as an isolated structure, with properties calculated with ωB97M-V/def2-TZVPD.

Calculated total energy in eV: -53321.832
HOMO in eV: -10.23
HOMO-LUMO gap in eV: 7.108
Total charge: +1
2S+1: 1

Last column: Mulliken charge in e.
Atoms and positions in Å:
C (-3.7775, 0.9716, 5.4964)  -1.2810
C (-4.3684, 1.8958, 4.4176)  0.4168
C (-5.6663, 1.3996, 3.7748)  -1.0863
C (-5.7071, -0.0940, 3.4191)  -0.3822
C (-5.8709, -0.3923, 1.9111)  -1.3756
C (-4.6648, -1.1009, 1.2944)  -1.1231
C (-3.3533, -0.3440, 1.4833)  0.8810
C (-3.3618, 1.0171, 0.7883)  -1.0021
C (-2.1769, 1.8686, 1.1414)  -0.5019
C (-2.2528, 3.2502, 1.2096)  -0.1967
C (-1.1431, 4.0141, 1.5581)  0.6302
C (-1.2762, 5.4939, 1.6443)  -1.3190
C (-0.7978, 6.2017, 0.3602)  -0.1391
C (-1.6301, 7.4354, 0.0202)  -0.8330
N (-2.1413, 8.0898, 1.2259)  -0.5056
C (0.0511, 3.3540, 1.8280)  -0.6140
C (0.1168, 1.9767, 1.7539)  -0.3794
N (1.2993, 1.2794, 2.0408)  -0.5126
N (-0.9971, 1.2775, 1.4218)  0.4456
H (-3.4383, 1.5068, 6.3728)  0.3423
H (-2.9536, 0.3983, 5.0798)  0.3305
H (-4.5122, 0.2363, 5.8083)  0.2905
H (-3.6081, 2.1244, 3.6730)  -0.5278
H (-4.5879, 2.8490, 4.8926)  0.5743
H (-5.8278, 1.9915, 2.8756)  0.4310
H (-6.4936, 1.6460, 4.4296)  0.3889
H (-6.5601, -0.5337, 3.9237)  0.4676
H (-4.8347, -0.6312, 3.7768)  0.4476
H (-6.0674, 0.5450, 1.3985)  0.5365
H (-6.7385, -1.0163, 1.7309)  0.4511
H (-4.5724, -2.0809, 1.7485)  0.5199
H (-4.8343, -1.2035, 0.2259)  0.3520
H (-2.5384, -0.9688, 1.1208)  -1.4722
H (-3.1686, -0.1858, 2.5458)  0.0915
H (-4.2280, 1.5825, 1.1057)  0.7495
H (-3.4256, 0.9087, -0.2922)  0.1444
H (-3.1954, 3.7277, 1.0054)  0.6697
H (-0.6898, 5.8580, 2.4817)  0.5775
H (-2.3129, 5.7309, 1.8433)  0.6124
H (0.2166, 6.5511, 0.5327)  -0.0679
H (-0.7672, 5.5355, -0.4945)  0.4321
H (-2.4881, 7.1485, -0.5834)  0.3454
H (-1.0268, 8.1335, -0.5574)  0.3821
H (-1.4087, 8.2784, 1.8942)  0.1653
H (-2.6283, 8.9413, 1.0002)  0.2367
H (0.9334, 3.8970, 2.1182)  0.7693
H (1.9001, 1.1970, 1.2284)  0.2363
H (1.0952, 0.3651, 2.4230)  0.3173
H (-0.9470, 0.2676, 1.3850)  -0.2832
C (-1.5926, -0.6997, -2.1404)  -1.4151
C (-1.2708, -0.1116, -0.7783)  -0.1273
O (-2.0371, -0.6503, 0.2821)  0.1756
C (-1.8940, -2.0503, 0.4926)  0.2358
C (-0.4779, -2.4597, 0.8469)  -1.2433
H (-2.6608, -0.6241, -2.3443)  0.3299
H (-1.0474, -0.1665, -2.9195)  0.4380
H (-1.3139, -1.7520, -2.2028)  0.2820
H (-1.5004, 0.9577, -0.7851)  0.4075
H (-0.1968, -0.2064, -0.5650)  0.3954
H (-2.2554, -2.6081, -0.3769)  0.6299
H (-2.5626, -2.2927, 1.3178)  0.2532
H (0.2120, -2.2939, 0.0169)  0.1847
H (-0.4369, -3.5176, 1.1043)  0.5678
H (-0.1188, -1.8796, 1.6995)  0.2023
C (4.9116, -1.6897, 1.7253)  -1.2095
C (4.9102, -1.6892, 0.2066)  -0.0111
O (4.2890, -0.5524, -0.3658)  -0.3208
C (4.7781, 0.7239, -0.0229)  -0.1891
C (6.2225, 0.9996, -0.3977)  -1.2729
H (3.9013, -1.5319, 2.1092)  0.2065
H (5.2818, -2.6438, 2.0986)  0.4208
H (5.5495, -0.9039, 2.1337)  0.3030
H (4.3194, -2.5296, -0.1591)  0.1088
H (5.9269, -1.8265, -0.1771)  0.3589
H (4.6069, 0.9052, 1.0478)  0.2930
H (4.1330, 1.4213, -0.5635)  0.3343
H (6.9143, 0.3744, 0.1685)  0.2959
H (6.4731, 2.0407, -0.1939)  0.3640
H (6.3847, 0.8001, -1.4572)  0.3179
C (3.0986, 7.9478, 1.3076)  -0.6371
C (4.4117, 7.3892, 0.7833)  -0.3760
O (5.2043, 6.7650, 1.7755)  -0.4342
C (4.6241, 5.6529, 2.4211)  -0.5399
C (4.2896, 4.5029, 1.4838)  -0.8238
H (3.2766, 8.6128, 2.1531)  0.3251
H (2.5893, 8.5072, 0.5218)  0.3905
H (2.4253, 7.1549, 1.6434)  -0.1062
H (5.0227, 8.2041, 0.3972)  0.3670
H (4.2336, 6.7050, -0.0545)  0.2690
H (3.7363, 5.9568, 2.9902)  0.3056
H (5.3621, 5.3210, 3.1508)  0.3805
H (3.5004, 4.7722, 0.7769)  0.1783
H (3.9467, 3.6373, 2.0549)  0.3960
H (5.1667, 4.2147, 0.9035)  0.3218
C (4.4354, -3.6766, -3.4296)  -0.7411
C (4.2168, -5.0830, -2.9111)  -0.3031
O (3.4092, -5.0351, -1.7481)  -0.4992
C (2.1767, -4.3697, -1.9135)  -0.1589
C (1.2376, -5.0255, -2.9113)  -1.1522
H (4.8034, -3.0332, -2.6285)  -0.0016
H (5.1517, -3.6382, -4.2506)  0.4364
H (3.5019, -3.2460, -3.7948)  0.2626
H (5.1565, -5.5384, -2.6000)  0.3750
H (3.7956, -5.7295, -3.6885)  0.2588
H (2.3495, -3.3176, -2.1741)  0.2565
H (1.7157, -4.3705, -0.9241)  0.3007
H (1.6314, -4.9845, -3.9281)  0.2869
H (0.2703, -4.5194, -2.9083)  0.3970
H (1.0847, -6.0755, -2.6589)  0.3128
C (-2.3204, -9.1098, -6.9199)  -1.0199
C (-1.3713, -9.2672, -5.7442)  -0.3144
O (-0.6085, -8.1071, -5.4616)  -0.4081
C (-1.3444, -6.9515, -5.1168)  -0.1794
C (-2.1886, -7.1101, -3.8623)  -1.1139
H (-1.7807, -8.7632, -7.8019)  0.2909
H (-2.7923, -10.0649, -7.1501)  0.3869
H (-3.1139, -8.3906, -6.7104)  0.2600
H (-0.6395, -10.0426, -5.9699)  0.3298
H (-1.9139, -9.5969, -4.8510)  0.2877
H (-1.9626, -6.6201, -5.9593)  0.3194
H (-0.6008, -6.1711, -4.9505)  0.1549
H (-2.9967, -7.8289, -4.0030)  0.3820
H (-2.6391, -6.1548, -3.5888)  0.3599
H (-1.5739, -7.4598, -3.0314)  0.2688

---

What did the second record say?
Below is C2H18BO7Zr as an isolated structure, with properties calculated with ωB97M-V/def2-TZVPD.

Calculated total energy in eV: -18636.407
HOMO in eV: -11.48
HOMO-LUMO gap in eV: 4.398
Energy above the lowest of the compared OMol25 structures with the same formula, charge and spin in eV: 14.812
Total charge: +1
2S+1: 1

Last column: Mulliken charge in e.
Atoms and positions in Å:
Zr (19.1347, 6.0865, -27.9672)  1.4677
B (18.5546, 9.1794, -28.2798)  0.1840
H (19.3077, 8.6687, -28.8596)  -0.2398
H (18.8009, 10.2271, -28.3564)  -0.0675
H (17.5758, 8.9892, -28.6920)  -0.1318
H (18.4723, 8.7554, -27.2910)  -0.1756
O (20.9680, 3.8256, -26.6360)  -0.5311
C (21.0020, 3.4228, -25.2545)  -0.3740
C (19.8031, 4.0911, -24.4306)  -0.3511
O (19.0885, 5.1643, -25.0447)  -0.5079
H (21.9203, 3.7119, -24.7434)  0.2775
H (21.0855, 2.3544, -25.0552)  0.3494
H (20.2454, 4.3318, -23.4639)  0.3386
H (19.1393, 3.2992, -24.0838)  0.3212
O (21.2912, 6.1179, -30.1449)  -0.4903
H (21.5939, 6.8654, -30.6604)  0.2841
H (21.8101, 5.3799, -30.4647)  0.2742
O (17.9214, 3.3030, -28.8798)  -0.4868
H (17.0029, 3.0337, -28.8691)  0.2782
H (18.4073, 2.4927, -29.0333)  0.2868
O (16.0872, 6.2977, -27.6057)  -0.4579
H (15.4184, 6.3863, -28.2848)  0.2775
H (15.5952, 6.1000, -26.8088)  0.2735
O (17.7113, 6.3486, -30.8979)  -0.4657
H (17.2677, 7.1081, -31.2754)  0.2895
H (17.6997, 5.6928, -31.5950)  0.2680
O (21.6302, 7.6407, -26.7988)  -0.4355
H (22.5420, 7.3870, -26.9420)  0.2697
H (21.6726, 8.3177, -26.1236)  0.2750